# 1
Entry from OMol25: a structure of composition C14H16Cl3F5MoN5O3SSi in a non-equilibrium geometry (the ωB97M-V functional and the def2-TZVPD basis).

```
49
Properties=species:S:1:pos:R:3:mulliken_spin:R:1
Mo -0.60399 0.06169 0.58657 2.1318
N 1.67939 0.03097 0.29141 -0.0607
C 2.55338 0.96430 1.07589 0.0018
C 2.52092 0.63902 2.55667 0.0024
C 1.20564 0.96957 3.23363 0.0048
N 0.11104 0.06534 2.76634 -0.0264
H 1.99810 -0.90566 0.52939 -0.0015
H 1.90918 0.11687 -0.69709 0.0036
H 2.22450 1.98708 0.90437 -0.0001
H 3.56842 0.87296 0.68956 0.0002
H 3.31282 1.20512 3.04767 0.0001
H 2.76831 -0.41758 2.71428 -0.0007
H 0.90532 1.99549 3.01674 -0.0039
H 1.29968 0.87997 4.31529 0.0002
H -0.73021 0.27032 3.30435 0.0077
H 0.34457 -0.89497 3.01964 0.0037
O -2.84498 7.72373 2.60269 -0.0002
S -1.77886 8.70267 2.48352 0.0001
O -2.18877 10.05219 2.19841 0.0000
O -0.70396 8.54585 3.45085 -0.0003
C -0.91896 8.14662 1.00786 -0.0034
N -0.25499 8.98699 0.18596 0.0119
C 0.45794 8.46152 -0.78958 -0.0038
C 0.57437 7.08713 -1.00640 0.0152
C -0.15175 6.31544 -0.12363 0.0040
N -0.89208 6.82330 0.84437 0.0047
C -0.16427 4.83477 -0.09471 0.0195
C -0.90878 4.21715 0.92461 -0.0170
C -0.89221 2.85892 1.04099 0.0567
N -0.19625 2.05989 0.18062 -0.0702
C 0.47207 2.64595 -0.83607 0.0190
C 0.51917 4.00480 -0.99400 0.0024
H 0.97723 9.15986 -1.43777 0.0000
H 1.18856 6.69126 -1.80275 0.0008
H -1.46880 4.84673 1.60888 -0.0016
H -1.45481 2.37146 1.83028 -0.0152
H 0.98311 1.98920 -1.52883 -0.0007
H 1.08607 4.41660 -1.81730 -0.0003
F -1.31577 -2.65254 0.01105 -0.0031
C -0.11466 -2.04976 0.16458 -0.1088
F 0.45304 -2.54449 1.30149 0.0010
C 0.78024 -2.50479 -1.03933 -0.0045
F 2.05315 -2.63579 -0.65372 0.0003
F 0.75725 -1.56585 -2.01363 -0.0027
F 0.36619 -3.64457 -1.54768 -0.0011
Cl -2.45761 -1.46983 -2.72420 -0.0023
Si -1.77856 0.05688 -1.63901 -0.0301
Cl -2.62514 -0.27116 1.52418 0.0637
Cl -2.47611 1.77248 -2.40064 0.0030
```

As for the expectation value of S²: 2.0270. The calculation puts the gap between HOMO and LUMO (spin up / spin down) at 2.976 / 2.646 eV. Its total energy is -100088.121 eV. As for the spin multiplicity: 3. For the relative energy (zero: lowest compared OMol25 entry of this formula, charge and spin), the calculation gives 0.157 eV. The charge is +1.



# 2
Entry from OMol25: an isolated molecule of C7H8N4 in a non-equilibrium geometry (the ωB97M-V functional and the def2-TZVPD basis).

```
19
Properties=species:S:1:pos:R:3:mulliken_charge:R:1
C -2.90957 -0.14321 -0.26825 -1.3173
C -1.39679 -0.22715 -0.11451 0.8633
C -0.73958 -1.37409 0.03478 -0.3705
C -0.15982 -2.41730 0.46363 0.4207
N 0.00977 -3.47447 1.05267 -0.6330
C -0.83659 1.11105 -0.05938 -0.8644
C 0.40406 1.65873 -0.23903 -0.1406
N 1.61851 1.02597 -0.16119 0.2587
N 2.77964 1.76425 -0.04297 -0.7514
C 1.88301 -0.28041 -0.33243 0.3975
N 2.52839 -1.23916 -0.52350 -0.5089
H -3.28446 -1.07282 -0.88341 0.3102
H -3.11070 0.74190 -0.83251 0.4071
H -3.16842 -0.04052 0.78133 0.3132
H 0.88810 -3.72452 1.45203 0.2738
H -1.62879 1.77989 -0.10984 0.3797
H 0.49826 2.66734 -0.38483 0.4670
H 3.38626 1.29363 -0.66965 0.2703
H 3.23872 1.95088 0.83708 0.2245
```

The calculation puts the gap between HOMO and LUMO at 7.992 eV. Its total energy is -13343.281 eV. As for the SMILES: CC(=C=C=N)/C=C\N(N)C#N. For the relative energy (zero: lowest compared OMol25 entry of this formula, charge and spin), the calculation gives 5.896 eV. The charge is 0.



# 3
Entry from OMol25: an isolated molecule of C20H26N2O2 in a non-equilibrium geometry (the ωB97M-V functional and the def2-TZVPD basis).

```
50
Properties=species:S:1:pos:R:3:mulliken_charge:R:1
C 3.67500 0.78818 1.34235 -1.5415
C 2.76063 -0.47199 1.29055 1.5793
C 3.47765 -1.70476 1.86060 -1.9659
C 2.23740 -0.64195 -0.18033 -1.3983
N 1.52243 -0.15079 1.99461 -0.1509
C 0.51749 -1.09963 2.34635 -0.4661
C -0.57267 -0.46144 3.23061 -0.3830
C -1.55234 -1.61493 3.64176 -0.9374
O -2.01428 -2.38847 2.59088 -0.5744
O -1.26336 0.70113 2.68734 -0.2565
N -1.79279 0.52287 1.34194 -0.6886
C -1.38447 1.34134 0.38303 0.1634
C -0.38540 2.38233 0.47753 0.1171
C 0.37756 2.95980 1.46956 0.2067
C 1.35841 3.86529 1.10014 -0.6321
C 1.58638 4.20956 -0.24579 -0.7207
C 0.68196 3.86976 -1.22847 -0.4548
C -0.26978 2.88775 -0.83036 -0.2691
C -1.19354 2.22050 -1.81132 0.6193
C -0.34712 1.66452 -2.91391 -0.6110
C -0.11466 0.29826 -3.22835 -0.5727
C -0.68638 -0.77519 -2.38384 -0.4510
C -1.61247 -0.35035 -1.44181 -0.5975
C -1.87097 1.11537 -1.03038 0.0626
H 3.86411 1.18333 2.35847 0.3880
H 4.59191 0.72235 0.69477 0.3913
H 3.23790 1.62610 0.93436 0.3227
H 2.88895 -2.53392 1.60331 0.4832
H 3.48660 -1.72459 2.95849 0.3609
H 4.50105 -1.81428 1.45135 0.3931
H 1.67443 0.27757 -0.47093 0.1621
H 1.45307 -1.36149 -0.38340 0.3337
H 3.05788 -0.64430 -0.85484 0.5712
H 1.20414 0.67136 1.55106 -0.0453
H -0.02405 -1.39415 1.38542 0.1309
H 0.93045 -1.97992 2.82009 0.6166
H -0.13473 -0.04465 4.03540 0.6999
H -1.12632 -2.29436 4.41143 0.4622
H -2.43382 -1.08005 3.94734 0.4133
H -2.31980 -1.66833 1.94332 0.3562
H 0.14462 2.59558 2.44013 0.4577
H 1.91886 4.15199 1.95639 0.4209
H 2.43014 4.73763 -0.67388 0.4191
H 0.69780 4.45665 -2.17474 0.4146
H -2.04413 2.88680 -2.13791 0.4049
H 0.33038 2.36940 -3.44581 0.2360
H 0.55696 -0.01294 -4.02823 0.3692
H -0.58632 -1.85410 -2.43754 0.4482
H -2.05427 -1.12672 -0.82625 0.3240
H -2.92165 1.14673 -1.06158 0.3884
```

The calculation puts the gap between HOMO and LUMO at 7.923 eV. Its total energy is -28231.768 eV. As for the SMILES: CC(C)(C)NC[C@H](CO)O/N=C1\c2ccccc2[C@H]2C=CC=C[C@@H]12. For the relative energy (zero: lowest compared OMol25 entry of this formula, charge and spin), the calculation gives 7.055 eV. The charge is 0.



# 4
Entry from OMol25: an isolated molecule of C2H3O2P in a non-equilibrium geometry (the ωB97M-V functional and the def2-TZVPD basis).

```
8
Properties=species:S:1:pos:R:3:mulliken_charge:R:1
C 2.37101 -0.32072 0.02294 -0.0177
C 1.28636 0.15825 -0.13596 -0.1715
O -0.07701 0.99056 -0.80498 -0.2064
P -1.29439 0.78815 0.18718 0.1873
O -1.50999 -0.83012 0.10893 -0.4467
H 2.97910 -0.97356 0.63868 0.2896
H -2.04528 1.33073 -0.99266 0.0269
H -1.70980 -1.14329 0.97586 0.3385
```

The calculation puts the gap between HOMO and LUMO at 9.094 eV. Its total energy is -15501.767 eV. As for the SMILES: C#COPO. For the relative energy (zero: lowest compared OMol25 entry of this formula, charge and spin), the calculation gives 4.175 eV. The charge is 0.



# 5
Entry from OMol25: the ion C17H36NO2 with charge +1 in a non-equilibrium geometry (the ωB97M-V functional and the def2-TZVPD basis).

```
56
Properties=species:S:1:pos:R:3:mulliken_charge:R:1
C -7.55978 1.40225 -4.31086 -1.2807
C -6.43004 0.38889 -4.44620 -0.3083
C -5.08093 0.98794 -4.05663 -0.6663
C -3.94167 -0.01988 -4.18847 -0.7977
C -2.59545 0.58534 -3.79724 -0.5332
C -1.45911 -0.42849 -3.91428 -0.7236
C -0.07848 0.17260 -3.64799 -0.8040
C 0.11713 0.61384 -2.19852 -0.3508
C 1.53523 1.12756 -1.95592 -0.8078
C 1.73262 1.72950 -0.56385 -0.7213
C 1.69137 0.67865 0.54510 -0.2883
C 1.87112 1.33136 1.91010 -0.7328
O 1.78445 0.34424 2.96052 -0.2898
C 2.88897 -0.09904 3.49776 0.7660
O 4.01325 0.25140 3.25802 -0.5831
C 2.52922 -1.18127 4.54373 -0.7657
N 3.66602 -1.68401 5.35049 -0.0229
C 3.15360 -2.67592 6.31560 -0.8561
C 4.30033 -0.57403 6.08959 -0.8601
C 4.66945 -2.33105 4.48095 -0.8485
H -8.50988 0.95704 -4.59578 0.3849
H -7.63901 1.75172 -3.28350 0.3233
H -7.37872 2.26278 -4.95114 0.3233
H -6.63857 -0.47483 -3.81037 0.3188
H -6.38203 0.03490 -5.47828 0.3141
H -5.13084 1.34479 -3.02462 0.3306
H -4.87378 1.85096 -4.69368 0.3420
H -4.14827 -0.88420 -3.55221 0.3366
H -3.89249 -0.37555 -5.22002 0.3587
H -2.66089 0.95433 -2.77177 0.2680
H -2.38330 1.43874 -4.44522 0.2823
H -1.63621 -1.25336 -3.21948 0.3015
H -1.46653 -0.84412 -4.92428 0.3920
H 0.07365 1.02835 -4.30892 0.3663
H 0.68251 -0.57239 -3.89351 0.3790
H -0.59063 1.40908 -1.96065 0.2461
H -0.09403 -0.23364 -1.54307 0.2249
H 1.75355 1.90050 -2.69500 0.3844
H 2.25116 0.31706 -2.10834 0.3570
H 2.69821 2.23826 -0.52939 0.4136
H 0.95664 2.47575 -0.38326 0.3653
H 2.48836 -0.05127 0.38518 0.2348
H 0.73588 0.15389 0.53001 0.2753
H 2.83714 1.83840 1.97850 0.3864
H 1.06348 2.03672 2.11264 0.3562
H 2.07113 -2.01261 4.00129 0.3920
H 1.76973 -0.75515 5.20365 0.3639
H 2.42685 -2.21754 6.98420 0.3855
H 3.97369 -3.07039 6.91305 0.3872
H 2.67590 -3.50347 5.79379 0.3808
H 4.71694 0.14720 5.38871 0.3595
H 5.10299 -0.95769 6.71604 0.4188
H 3.56835 -0.07571 6.72263 0.3798
H 5.05930 -1.60792 3.76646 0.3388
H 5.49252 -2.70860 5.08411 0.4151
H 4.21995 -3.16188 3.94036 0.3882
```

The calculation puts the gap between HOMO and LUMO at 9.332 eV. Its total energy is -23792.552 eV. As for the SMILES: CCCCCCCCCCCCOC(=O)C[N+](C)(C)C. For the relative energy (zero: lowest compared OMol25 entry of this formula, charge and spin), the calculation gives 1.069 eV. The charge is +1.